Formula: C21H15Cl2N6O5ReS3
Source: the Open Molecules 2025 dataset
Level of theory: ωB97M-V/def2-TZVPD

⟨S²⟩ ... 0.759
Largest force on an atom ... 1.296 eV/Å
Charge ... +1
Lowest unoccupied orbital energy (spin up / spin down) ... -0.182 / -0.174 Ha
Molar mass ... 784.7 g mol⁻¹
Energy relative to the best compared isomer or geometry (same formula, charge and spin) ... 5.8 kcal/mol
Frontier orbital gap (spin up / spin down) ... 0.2282 / 0.2390 Eh
Spin multiplicity ... 2

Atoms and positions in Å:
Re: -0.1848 0.4699 0.9467
Cl: 3.8307 -1.0977 -1.7011
C: 2.8392 -2.0460 -0.6534
C: 3.0682 -3.4351 -0.5294
C: 2.2980 -4.1917 0.3013
Cl: 2.5989 -5.8891 0.4481
C: 1.2497 -3.5946 1.0457
C: 0.3876 -4.2637 1.9412
C: -0.5602 -3.5595 2.6361
C: -0.6904 -2.1867 2.4313
N: 0.0594 -1.5336 1.5441
C: 1.0476 -2.2228 0.8747
C: 1.8387 -1.4333 0.0412
O: 1.5556 -0.1203 0.0102
H: 3.8638 -3.8938 -1.1014
H: 0.4910 -5.3326 2.0774
H: -1.2331 -4.0471 3.3269
H: -1.4219 -1.6098 2.9713
N: 1.1082 1.2836 2.5860
N: 1.8430 2.3593 2.0374
C: 1.5146 2.7403 0.7482
O: 2.2269 3.4316 0.0770
O: 0.3127 2.2770 0.3695
H: 0.5336 1.6262 3.3517
H: 1.7464 0.5853 2.9568
H: 2.8199 2.4194 2.2787
O: -4.1372 -3.2870 1.8404
S: -4.5255 -2.1221 1.0984
O: -5.0598 -2.2440 -0.2170
N: -3.1802 -1.1168 1.0752
C: -3.3565 -0.1200 1.8534
S: -2.0749 1.0303 2.2454
C: -4.6993 -0.0070 2.5020
C: -5.1793 0.9558 3.3688
C: -6.4905 0.8342 3.8184
C: -7.2917 -0.2249 3.4049
C: -6.8018 -1.2042 2.5452
C: -5.4980 -1.0668 2.1186
H: -4.5545 1.7840 3.6803
H: -6.8930 1.5728 4.4987
H: -8.3127 -0.2919 3.7569
H: -7.4179 -2.0361 2.2282
S: -1.4292 0.3156 -1.0379
C: -0.5022 1.2938 -2.1757
N: 0.8436 1.3070 -2.1736
C: 1.5564 2.0491 -3.0318
C: 0.8985 2.7885 -3.9714
C: -0.4884 2.7229 -3.9469
N: -1.1783 1.9924 -3.0689
H: 1.3279 0.7472 -1.4550
H: 2.6308 2.0166 -2.9213
H: 1.4344 3.3928 -4.6879
H: -1.0808 3.2899 -4.6565



Formula: C21H15F5N3O6Tl
Source: the Open Molecules 2025 dataset
Level of theory: ωB97M-V/def2-TZVPD

Largest force on an atom ... 0.300 eV/Å
Charge ... -2
Lowest unoccupied orbital energy ... 0.176 Ha
Molar mass ... 704.7 g mol⁻¹
Energy relative to the best compared isomer or geometry (same formula, charge and spin) ... 0.0 kcal/mol
Frontier orbital gap ... 0.2322 Eh

Atoms and positions in Å:
Tl: -0.6902 -0.7474 -0.8194
C: -0.0915 -4.9858 -2.2102
C: 0.1558 -3.7804 -1.3175
O: -0.8853 -3.1929 -0.9008
C: 1.4812 -3.4473 -1.0211
C: 1.8593 -2.4824 -0.0535
C: 3.2652 -2.4943 0.4853
N: 0.9975 -1.6349 0.4241
N: 1.3905 -0.8748 1.5035
C: 0.4286 -0.0782 1.8891
O: -0.7226 0.0455 1.3521
C: 0.7249 0.7723 3.0840
C: -0.2327 1.6782 3.5277
C: 0.0149 2.4795 4.6346
C: 1.2228 2.3857 5.3104
C: 2.1847 1.4826 4.8687
C: 1.9382 0.6829 3.7646
H: -0.7131 -4.6767 -3.0511
H: -0.6532 -5.7291 -1.6395
H: 0.8309 -5.4374 -2.5783
H: 2.2649 -4.0565 -1.4511
H: 3.8685 -3.2343 -0.0403
H: 3.2574 -2.7179 1.5527
H: 3.7071 -1.5028 0.3774
H: -1.1643 1.7371 2.9801
H: -0.7393 3.1843 4.9659
H: 1.4179 3.0137 6.1725
H: 3.1344 1.4072 5.3868
H: 2.6755 -0.0201 3.4013
O: 1.4465 3.3103 -1.3054
C: 0.7337 2.3056 -1.1610
O: 1.0692 1.0990 -1.0790
C: -0.7811 2.5773 -1.0549
C: -1.3142 3.8599 -1.0572
C: -2.6875 4.0044 -0.9339
C: -3.4925 2.8801 -0.8066
C: -2.8837 1.6339 -0.8138
N: -1.5706 1.5209 -0.9452
C: -3.6849 0.3365 -0.6413
O: -4.9133 0.4497 -0.5941
O: -3.0081 -0.7330 -0.5949
H: -0.6363 4.6959 -1.1522
H: -3.1316 4.9944 -0.9297
H: -4.5661 2.9334 -0.6984
F: -0.9234 -2.1604 -3.5640
C: -0.8277 -0.8689 -3.1092
F: -1.9811 -0.2418 -3.5266
C: 0.2909 -0.2377 -3.9418
F: 0.1515 -0.5225 -5.2656
F: 1.4889 -0.7041 -3.5793
F: 0.2930 1.0916 -3.8441



Formula: C21H15FN2O13
Source: the Open Molecules 2025 dataset
Level of theory: ωB97M-V/def2-TZVPD

Largest force on an atom ... 0.842 eV/Å
Lowest unoccupied orbital energy ... -0.058 Ha
Molar mass ... 522.4 g mol⁻¹
Energy relative to the best compared isomer or geometry (same formula, charge and spin) ... 0.0 kcal/mol
Frontier orbital gap ... 0.2866 Eh
SMILES ... [H]/N=C(/C)CC1=C(C(=O)NC(=O)F)C(=O)OC1=O.O=C1C=C(O)C(=O)C=C1O.O=C1C=C(O)C(=O)C=C1O

Atoms and positions in Å:
H: 1.8513 -0.5243 1.5514
N: 1.7960 -1.5430 1.5549
C: 0.8308 -1.9776 2.2458
C: 0.6216 -3.4618 2.4036
C: -0.1249 -1.0885 3.0406
C: -1.0760 -0.2409 2.2576
C: -2.3523 0.0514 2.5259
C: -3.2375 -0.3842 3.6451
O: -3.8160 0.3990 4.3397
N: -3.2401 -1.7659 3.9052
C: -3.2913 -2.6644 2.8062
O: -2.7438 -3.6930 2.7131
F: -4.0563 -2.1655 1.8156
C: -2.8340 1.0475 1.5266
O: -3.9277 1.4076 1.2727
O: -1.7109 1.4953 0.8239
C: -0.7473 0.5144 0.9883
O: 0.0768 0.2973 0.1680
H: 1.0656 -3.7750 3.3588
H: 1.1200 -3.9922 1.5917
H: -0.4413 -3.7279 2.4358
H: -0.7059 -1.7048 3.7341
H: 0.4905 -0.4044 3.6465
H: -3.9628 -1.9708 4.5952
O: 0.5776 -3.3805 -0.8104
C: 0.9614 -3.3079 -1.9636
C: 0.5172 -4.1888 -3.0238
C: 1.0088 -4.0167 -4.2584
O: 0.6765 -4.7579 -5.3039
C: 2.0156 -2.9334 -4.5868
O: 2.3929 -2.8882 -5.7467
C: 2.4508 -2.0499 -3.5364
C: 1.9650 -2.2157 -2.2922
O: 2.3040 -1.4541 -1.2757
H: -0.2021 -4.9586 -2.7827
H: 1.1948 -4.4004 -6.0551
H: 3.1621 -1.2737 -3.7803
H: 1.8665 -1.7857 -0.4619
O: 0.6621 4.7419 1.6546
C: 0.6336 4.9156 0.4467
C: 0.1214 3.9628 -0.5074
C: 0.1673 4.2665 -1.8134
O: -0.2688 3.4737 -2.7765
C: 0.7364 5.5774 -2.3190
O: 0.7361 5.7378 -3.5261
C: 1.2339 6.5399 -1.3591
C: 1.1863 6.2332 -0.0552
O: 1.6126 7.0300 0.9126
H: -0.2816 3.0358 -0.1313
H: -0.1031 3.9489 -3.6161
H: 1.6296 7.4759 -1.7266
H: 1.4584 6.5439 1.7482



Formula: C21H15N4O9S2
Source: the Open Molecules 2025 dataset
Level of theory: ωB97M-V/def2-TZVPD

Largest force on an atom ... 3.482 eV/Å
Charge ... -1
Lowest unoccupied orbital energy ... 0.061 Ha
Molar mass ... 531.5 g mol⁻¹
Energy relative to the best compared isomer or geometry (same formula, charge and spin) ... 0.0 kcal/mol
Frontier orbital gap ... 0.2252 Eh

Atoms and positions in Å:
N: -3.7503 -2.1897 2.9298
C: -2.7140 -1.7651 2.5870
C: -1.4964 -1.1468 2.1763
C: -0.5815 -1.8692 1.1328
C: 0.7258 -1.1282 1.0294
N: 1.9058 -1.8029 0.9238
O: 2.2507 -2.9162 0.5616
O: 2.9266 -0.8549 1.4241
N: 2.3528 0.3312 1.7940
C: 1.0062 0.1105 1.6291
C: -0.0641 0.8647 2.2094
N: 0.0190 2.2421 2.6432
O: 1.0338 2.9280 2.4288
O: -0.9751 2.7076 3.2584
C: -1.2411 0.1575 2.5518
H: -0.3295 -2.9061 1.4402
H: -1.9904 0.6520 3.1697
C: -2.5601 -3.9774 0.4528
O: -2.6147 -2.5364 0.1650
C: -1.4415 -1.9315 -0.0812
S: -0.6920 -2.8470 -1.9257
C: 0.1669 -4.4607 -2.2392
C: 1.4841 -4.4113 -2.6659
C: 2.1510 -5.5964 -2.9851
C: 1.4934 -6.8268 -2.8397
C: 0.1707 -6.8686 -2.3796
C: -0.5163 -5.6745 -2.1147
O: -2.0199 -3.1060 -2.4717
O: 0.1348 -1.8543 -2.6099
S: -1.8294 -0.1861 -0.8087
C: -2.5799 -0.1568 -2.4380
C: -1.8220 0.2359 -3.5406
C: -2.4798 0.5591 -4.7317
C: -3.8815 0.4909 -4.8014
C: -4.6274 0.0847 -3.6789
C: -3.9697 -0.2356 -2.4941
O: -2.8634 0.3563 0.0477
O: -0.5733 0.5134 -0.9765
H: -2.9816 -4.4817 -0.4199
H: -1.5299 -4.3201 0.6340
H: -3.1814 -4.1242 1.3379
H: 1.9841 -3.4417 -2.7509
H: 3.1816 -5.5442 -3.3315
H: 2.0224 -7.7582 -3.0594
H: -0.3334 -7.8271 -2.2218
H: -1.5631 -5.6940 -1.8087
H: -0.7412 0.2789 -3.4698
H: -1.8839 0.8686 -5.5967
H: -4.3895 0.7366 -5.7343
H: -5.7210 0.0131 -3.7081
H: -4.5135 -0.5466 -1.6069



Which of these has the highest largest force on an atom?
C21H15N4O9S2



The lowest molar mass belongs to which entry?
C21H15FN2O13



Look up the largest force on an atom of the third one.
0.842 eV/Å



Number 1 is which compound?
C21H15Cl2N6O5ReS3